The following is a quantum chemistry calculation of a structure of composition C23H29AsBrCdN2O7S, from the OMol25 dataset.

Positions of all 65 atoms, in Å:
Cd  0.562  -1.899  -1.351
O  -0.814  -2.432  2.540
As  0.434  -1.335  1.891
O  0.496  -0.085  2.944
O  1.652  -0.522  0.321
C  2.036  -2.447  2.077
C  2.878  -1.928  3.058
C  4.098  -2.528  3.326
C  4.502  -3.644  2.611
C  3.678  -4.159  1.626
C  2.451  -3.561  1.362
S  1.474  -4.277  0.073
O  2.018  -3.762  -1.202
O  1.515  -5.704  0.219
O  0.160  -3.630  0.291
H  -1.222  -1.868  3.216
H  2.561  -1.043  3.597
H  4.737  -2.116  4.098
H  5.456  -4.113  2.819
H  3.966  -5.036  1.062
C  0.849  5.343  0.008
C  1.255  4.268  -1.007
C  0.673  4.618  -2.384
C  2.778  4.272  -1.127
C  0.717  2.907  -0.559
C  1.559  1.833  -0.297
C  0.995  0.619  0.051
Br  0.769  -0.584  -3.492
C  -0.388  0.485  0.157
O  -0.739  -0.817  0.506
C  -1.265  1.537  -0.060
C  -0.666  2.744  -0.426
C  -2.778  1.375  0.047
C  -3.161  0.838  1.435
C  -3.503  2.706  -0.151
C  -3.258  0.410  -1.043
H  1.249  6.318  -0.283
H  1.227  5.095  1.001
H  -0.236  5.431  0.079
H  1.058  5.583  -2.726
H  -0.415  4.681  -2.357
H  0.942  3.857  -3.118
H  3.116  5.256  -1.460
H  3.125  3.534  -1.852
H  3.259  4.058  -0.171
H  2.633  1.902  -0.382
H  -1.301  3.594  -0.633
H  -2.824  1.518  2.219
H  -2.717  -0.135  1.623
H  -4.249  0.746  1.503
H  -3.204  3.445  0.595
H  -4.579  2.545  -0.052
H  -3.319  3.125  -1.142
H  -2.767  -0.557  -0.971
H  -3.034  0.807  -2.036
H  -4.339  0.261  -0.964
N  -2.759  -4.577  -0.981
C  -2.346  -5.002  -2.226
C  -1.667  -3.953  -2.757
N  -1.656  -2.903  -1.866
C  -2.306  -3.321  -0.807
H  -3.217  -5.129  -0.280
H  -2.562  -5.987  -2.598
H  -1.177  -3.876  -3.713
H  -2.406  -2.778  0.119

Summary:
Charge: -1
HOMO level: -5.116 eV